1.
C4H8O2 in the gas phase. Source: the Open Molecules 2025 dataset; level of theory: ωB97M-V with the def2-TZVPD basis set.

The calculation puts the HOMO energy at -8.57 eV. The value obtained for the HOMO-LUMO gap is 8.953 eV. The value obtained for the LUMO energy is 0.0140 Ha. As for the total energy: -307.58143 a.u. Its energy above the lowest of the compared OMol25 structures with the same formula, charge and spin is 82.20 kcal per mole.

Bonds (Å) are listed after each position.
Atoms and positions in Å:
1 C -0.974 -0.392 -1.164  C2 1.503, H7 1.094, H8 1.095, H9 1.089
2 C -0.377 0.598 -0.204  C1 1.503, O3 1.682, C4 1.466, H10 1.093
3 O -1.248 0.373 1.217  C2 1.682, H11 0.974, H12 1.155
4 C 0.941 0.399 0.406  C2 1.466, C5 1.447, H13 1.090
5 C 1.697 -0.828 0.270  C4 1.447, O6 1.225, H14 1.114
6 O 1.319 -1.897 -0.193  C5 1.225
7 H -2.018 -0.149 -1.380  C1 1.094
8 H -0.396 -0.352 -2.093  C1 1.095
9 H -0.884 -1.404 -0.773  C1 1.089
10 H -0.613 1.638 -0.448  C2 1.093
11 H -1.556 1.233 1.554  O3 0.974
12 H -0.138 0.234 1.502  O3 1.155
13 H 1.522 1.297 0.615  C4 1.090
14 H 2.726 -0.751 0.690  C5 1.114

2.
C4H8O2 in the gas phase in a non-equilibrium geometry. Source: the Open Molecules 2025 dataset; level of theory: ωB97M-V with the def2-TZVPD basis set.

The calculation puts the HOMO energy at -9.79 eV. The value obtained for the HOMO-LUMO gap is 10.691 eV. The value obtained for the LUMO energy is 0.0331 Ha. As for the total energy: -307.60852 a.u. The SMILES is C[C@@H](O)CC=O. Its energy above the lowest of the compared OMol25 structures with the same formula, charge and spin is 65.20 kcal per mole.

Bonds (Å) are listed after each position.
Atoms and positions in Å:
1 C -1.695 -0.429 -0.437  C2 1.492, H7 1.161, H8 1.095, H9 1.097
2 C -0.252 -0.053 -0.496  C1 1.492, O3 1.649, C4 1.514, H10 1.091
3 O -0.393 1.395 0.279  C2 1.649, H11 0.975
4 C 0.732 -0.767 0.407  C2 1.514, C5 1.515, H12 1.097, H13 1.096
5 C 1.889 0.196 0.572  C4 1.515, O6 1.208, H14 1.104
6 O 2.697 0.380 -0.307  C5 1.208
7 H -1.750 0.608 0.083  C1 1.161
8 H -2.227 -0.480 -1.393  C1 1.095
9 H -1.964 -1.253 0.235  C1 1.097
10 H 0.155 0.165 -1.484  C2 1.091
11 H -0.459 2.167 -0.312  O3 0.975
12 H 1.100 -1.703 -0.031  C4 1.097
13 H 0.248 -0.988 1.365  C4 1.096
14 H 1.919 0.763 1.519  C5 1.104

3.
3 unconnected molecules or ions with the total composition C4H8O2 in a non-equilibrium geometry. Source: the Open Molecules 2025 dataset; level of theory: ωB97M-V with the def2-TZVPD basis set.

The calculation puts the HOMO energy at -8.73 eV. The value obtained for the HOMO-LUMO gap is 9.665 eV. The value obtained for the LUMO energy is 0.0343 Ha. As for the total energy: -307.61091 a.u. Its energy above the lowest of the compared OMol25 structures with the same formula, charge and spin is 63.70 kcal per mole.

Bonds (Å) are listed after each position.
Atoms and positions in Å:
1 C -0.059 0.320 -1.856  C2 1.503, H7 1.097, H8 1.097, H9 1.097
2 C -0.631 0.580 -0.490  C1 1.503, C3 1.334, H11 1.088
3 C 0.092 0.994 0.552  C2 1.334, O4 1.367, H12 1.091
4 O -0.484 1.261 1.762  C3 1.367, H13 0.965
5 C 1.411 -1.421 1.680  O6 1.139
6 O 0.806 -1.261 2.632  C5 1.139
7 H -0.600 -0.492 -2.356  C1 1.097
8 H 0.997 0.029 -1.806  C1 1.097
9 H -0.131 1.200 -2.507  C1 1.097
10 H -0.716 -1.703 -0.204  H14 0.748
11 H -1.697 0.430 -0.332  C2 1.088
12 H 1.164 1.179 0.464  C3 1.091
13 H 0.182 1.197 2.457  O4 0.965
14 H -0.335 -2.313 0.004  H10 0.748

4.
C4H8O2 in the gas phase in a non-equilibrium geometry. Source: the Open Molecules 2025 dataset; level of theory: ωB97M-V with the def2-TZVPD basis set.

The calculation puts the HOMO energy at -8.71 eV. The value obtained for the HOMO-LUMO gap is 9.694 eV. The value obtained for the LUMO energy is 0.0360 Ha. As for the total energy: -307.63111 a.u. The SMILES is C/C=C/OCO. Its energy above the lowest of the compared OMol25 structures with the same formula, charge and spin is 51.03 kcal per mole.

Bonds (Å) are listed after each position.
Atoms and positions in Å:
1 C -1.996 -0.553 0.791  C2 1.485, H7 1.096, H8 1.099, H9 1.091
2 C -0.566 -0.249 0.527  C1 1.485, C3 1.335, H10 1.082
3 C 0.215 -0.882 -0.351  C2 1.335, O4 1.369, H11 1.091
4 O 1.511 -0.552 -0.643  C3 1.369, C5 1.443
5 C 1.899 0.823 -0.439  O4 1.443, O6 1.388, H12 1.099, H13 1.096
6 O 0.868 1.688 -0.779  C5 1.388, H14 1.028
7 H -2.180 -0.719 1.859  C1 1.096
8 H -2.634 0.297 0.514  C1 1.099
9 H -2.284 -1.431 0.209  C1 1.091
10 H -0.199 0.594 1.098  C2 1.082
11 H -0.050 -1.836 -0.810  C3 1.091
12 H 2.189 0.997 0.606  C5 1.099
13 H 2.738 0.895 -1.141  C5 1.096
14 H 0.447 1.087 -1.498  O6 1.028

5.
2 unconnected molecules or ions with the total composition C4H8O2. Source: the Open Molecules 2025 dataset; level of theory: ωB97M-V with the def2-TZVPD basis set.

The calculation puts the HOMO energy at -9.90 eV. The value obtained for the HOMO-LUMO gap is 10.838 eV. The value obtained for the LUMO energy is 0.0344 Ha. As for the total energy: -307.62204 a.u. The SMILES is O=CCO.C=C. Its energy above the lowest of the compared OMol25 structures with the same formula, charge and spin is 56.72 kcal per mole.

Bonds (Å) are listed after each position.
Atoms and positions in Å:
1 O 0.194 1.855 -2.036  C2 1.209
2 C 0.027 1.699 -0.850  O1 1.209, C3 1.519, H5 1.112
3 C -1.236 1.097 -0.258  C2 1.519, O4 1.398, H6 1.095, H7 1.101
4 O -1.075 0.449 0.971  C3 1.398, H8 0.968
5 H 0.798 2.015 -0.112  C2 1.112
6 H -1.909 1.931 -0.036  C3 1.095
7 H -1.716 0.496 -1.047  C3 1.101
8 H -0.337 -0.177 0.954  O4 0.968
9 C 1.221 -1.561 0.974  C10 1.332, H11 1.088, H12 1.087
10 C 0.547 -1.574 -0.174  C9 1.332, H13 1.089, H14 1.087
11 H 2.018 -0.847 1.163  C9 1.088
12 H 0.988 -2.258 1.776  C9 1.087
13 H 0.756 -0.863 -0.972  C10 1.089
14 H -0.276 -2.263 -0.352  C10 1.087

6.
C4H8O2 in the gas phase in a non-equilibrium geometry. Source: the Open Molecules 2025 dataset; level of theory: ωB97M-V with the def2-TZVPD basis set.

The calculation puts the HOMO energy at -9.44 eV. The value obtained for the HOMO-LUMO gap is 10.272 eV. The value obtained for the LUMO energy is 0.0305 Ha. As for the total energy: -307.61594 a.u. The SMILES is OCC1COC1. Its energy above the lowest of the compared OMol25 structures with the same formula, charge and spin is 60.55 kcal per mole.

Bonds (Å) are listed after each position.
Atoms and positions in Å:
1 O 2.057 1.019 0.154  C2 1.405, H7 0.965
2 C 1.295 -0.161 0.179  O1 1.405, C3 1.481, H8 1.102, H9 1.101
3 C -0.132 0.136 0.441  C2 1.481, C4 1.636, C6 1.495, H10 1.114
4 C -1.088 0.772 -0.724  C3 1.636, O5 1.410, H11 1.105, H12 1.092
5 O -1.904 -0.376 -0.644  C4 1.410, C6 1.409
6 C -1.129 -0.975 0.368  C3 1.495, O5 1.409, H13 1.089, H14 1.095
7 H 2.956 0.790 -0.113  O1 0.965
8 H 1.654 -0.864 0.948  C2 1.102
9 H 1.336 -0.689 -0.787  C2 1.101
10 H -0.336 0.947 1.176  C3 1.114
11 H -1.706 1.674 -0.572  C4 1.105
12 H -0.558 0.843 -1.677  C4 1.092
13 H -1.741 -1.196 1.242  C6 1.089
14 H -0.703 -1.918 0.010  C6 1.095

Which of these has the lowest HOMO? number 5